Computed, not measured: C27H28CuN3O5SSi as an isolated structure, with ωB97M-V/def2-TZVPD.

CARTESIAN COORDINATES (ANGSTROEM)
Cu 0.362 -0.204 0.005
C -2.294 -4.416 0.031
N -1.261 -4.003 0.955
C -1.094 -4.470 2.245
C -0.040 -3.841 2.770
N 0.458 -2.965 1.800
C -0.274 -3.099 0.624
S -0.111 -2.383 -0.871
C 1.438 -1.984 2.090
C 1.768 -1.725 3.422
C 2.801 -0.851 3.679
C 3.460 -0.256 2.608
C 2.993 -0.509 1.337
N 1.966 -1.339 1.064
H -3.032 -4.996 0.584
H -1.874 -5.017 -0.780
H -2.765 -3.542 -0.412
H -1.757 -5.195 2.688
H 0.389 -3.923 3.752
H 1.199 -2.162 4.232
H 3.068 -0.605 4.700
H 4.279 0.437 2.764
H 3.410 0.004 0.480
O 2.256 3.236 -0.474
C 1.515 2.254 -0.463
O 1.404 1.412 0.510
C 0.575 1.955 -1.718
O 0.589 2.741 -2.665
O -0.129 0.886 -1.621
C -3.311 1.335 -0.542
C -3.871 0.406 0.551
C -3.973 -1.019 -0.014
C -5.264 0.898 0.959
Si -2.569 0.360 1.951
O -1.251 -0.377 1.507
C -3.322 -0.526 3.491
C -4.558 -0.298 4.116
C -4.949 -1.002 5.254
C -4.108 -1.963 5.806
C -2.874 -2.208 5.210
C -2.495 -1.499 4.073
C -2.295 2.157 2.513
C -1.087 2.763 2.133
C -0.806 4.086 2.464
C -1.725 4.832 3.194
C -2.923 4.247 3.598
C -3.199 2.924 3.260
H -3.984 1.334 -1.414
H -2.314 1.034 -0.882
H -3.233 2.370 -0.186
H -4.683 -1.051 -0.856
H -4.315 -1.737 0.747
H -2.990 -1.344 -0.378
H -5.902 0.981 0.064
H -5.225 1.889 1.428
H -5.762 0.205 1.648
H -5.242 0.446 3.717
H -5.912 -0.798 5.713
H -4.410 -2.511 6.691
H -2.208 -2.957 5.629
H -1.532 -1.683 3.595
H -0.350 2.181 1.580
H 0.134 4.526 2.147
H -1.508 5.863 3.454
H -3.640 4.821 4.177
H -4.137 2.485 3.598

Kohn-Sham gap (spin up / spin down) (eV): 4.6796 / 4.6786
Net charge: -2

natural (NBO) atomic charge list, values in e, 8 entries: atom 1 (Cu): 0.970, atom 2 (C): -0.398, atom 3 (N): -0.389, atom 4 (C): -0.070, atom 5 (C): -0.086, atom 6 (N): -0.394, atom 7 (C): 0.256, atom 8 (S): -0.196

=====

Computed, not measured: C23H29GeN11OS2Zr as an isolated structure, with ωB97M-V/def2-TZVPD.

CARTESIAN COORDINATES (ANGSTROEM)
Zr -0.207 -0.468 0.258
C 3.552 -0.496 2.585
C 2.576 -0.247 1.485
N 1.346 0.147 1.747
N 1.026 0.382 3.069
C -0.127 1.012 3.365
N -0.307 1.256 4.692
S -1.213 1.480 2.187
C 2.935 -0.409 0.094
C 4.207 -0.539 -0.352
C 4.530 -0.289 -1.741
C 3.581 0.006 -2.634
C 2.154 -0.076 -2.280
N 1.845 -0.274 -0.827
H 3.161 -1.268 3.258
H 4.502 -0.863 2.214
H 3.747 0.414 3.163
H 1.696 0.155 3.786
H 0.174 0.697 5.378
H -1.232 1.558 4.948
H 5.018 -0.655 0.351
H 5.574 -0.261 -2.027
H 3.827 0.321 -3.640
H 1.489 0.626 -2.763
C -4.365 -0.899 -1.419
C -3.121 -0.946 -0.601
N -1.997 -0.456 -1.011
N -1.983 0.120 -2.279
C -1.173 1.135 -2.367
N -1.016 1.657 -3.628
S -0.277 1.879 -1.065
C -3.088 -1.527 0.730
C -4.132 -2.283 1.237
C -4.006 -2.891 2.469
C -2.816 -2.728 3.162
C -1.830 -1.931 2.619
N -1.951 -1.312 1.438
H -4.304 -0.088 -2.138
H -5.243 -0.767 -0.789
H -4.482 -1.831 -1.981
H -1.722 1.390 -4.297
H -0.705 2.613 -3.666
H -5.018 -2.433 0.635
H -4.798 -3.515 2.862
H -2.640 -3.219 4.109
H -0.889 -1.796 3.138
O 0.746 -2.139 0.760
N -0.287 -2.770 0.107
C -0.668 -3.882 0.790
C -1.778 -4.619 0.292
N -2.687 -5.219 -0.098
C -0.005 -4.286 1.986
N 0.545 -4.599 2.956
C 3.214 -3.876 -0.312
Ge 2.416 -3.182 -1.930
C 3.779 -3.234 -3.324
C 1.012 -4.321 -2.630
C 1.558 -1.377 -1.838
H 3.167 -4.967 -0.378
H 2.689 -3.560 0.588
H 4.261 -3.574 -0.263
H 4.077 -4.282 -3.436
H 4.665 -2.646 -3.088
H 3.374 -2.892 -4.281
H 1.434 -5.306 -2.842
H 0.645 -3.899 -3.569
H 0.174 -4.433 -1.944
H 0.477 -1.452 -2.038

Kohn-Sham gap (spin up / spin down) (eV): 3.8752 / 3.8746
Energy above the lowest of the compared OMol25 structures with the same formula, charge and spin (kcal/mol): 89.18
Net charge: 0

natural (NBO) atomic charge list, values in e, 8 entries: atom 1 (Zr): 1.825, atom 2 (C): -0.700, atom 3 (C): 0.321, atom 4 (N): -0.389, atom 5 (N): -0.430, atom 6 (C): 0.276, atom 7 (N): -0.789, atom 8 (S): -0.041

=====

Computed, not measured: a single C6H13N3 molecule, with ωB97M-V/def2-TZVPD.

CARTESIAN COORDINATES (ANGSTROEM)
C -1.565 1.327 -0.624
C -0.134 1.053 -0.344
C -0.183 -0.430 0.035
C 0.416 2.055 0.645
C 2.210 -0.966 -0.332
C 0.810 -1.288 -0.702
N -2.378 0.338 -0.490
N -1.722 -0.829 -0.205
N -2.243 -1.633 0.808
H -1.879 2.307 -0.997
H 0.374 1.310 -1.279
H -0.113 -0.640 1.127
H -0.145 1.964 1.752
H 0.336 3.052 0.403
H 1.513 1.828 0.729
H 2.510 0.001 -0.725
H 2.775 -1.710 -0.750
H 2.464 -0.921 0.849
H 0.545 -2.433 -0.728
H 0.601 -1.086 -1.834
H -2.618 -1.034 1.507
H -1.573 -2.267 1.156

Kohn-Sham gap (eV): 8.7181
Energy above the lowest of the compared OMol25 structures with the same formula, charge and spin (kcal/mol): 84.12
Net charge: 0

natural (NBO) atomic charge list, values in e, 8 entries: atom 1 (C): 0.034, atom 2 (C): -0.337, atom 3 (C): -0.080, atom 4 (C): -0.573, atom 5 (C): -0.606, atom 6 (C): -0.416, atom 7 (N): -0.227, atom 8 (N): -0.113

=====

Computed, not measured: a single C3H7NO2 molecule, with ωB97M-V/def2-TZVPD.

CARTESIAN COORDINATES (ANGSTROEM)
N 0.278 1.091 -1.319
C 0.994 0.009 -0.920
O 1.917 -0.448 -1.575
C 0.665 -0.594 0.445
C -0.731 -0.424 1.105
O -1.587 0.576 0.559
H -0.462 1.456 -0.736
H 0.578 1.558 -2.159
H 1.436 -0.197 1.117
H 0.893 -1.659 0.348
H -1.255 -1.386 1.103
H -0.595 -0.145 2.152
H -2.131 0.162 -0.121

Kohn-Sham gap (eV): 10.2966
Energy above the lowest of the compared OMol25 structures with the same formula, charge and spin (kcal/mol): 18.18
Net charge: 0

natural (NBO) atomic charge list, values in e, 8 entries: atom 1 (N): -0.838, atom 2 (C): 0.675, atom 3 (O): -0.625, atom 4 (C): -0.546, atom 5 (C): -0.067, atom 6 (O): -0.728, atom 7 (H): 0.419, atom 8 (H): 0.401

=====

Computed, not measured: a 2-piece molecular cluster, C8H21NO4P overall, with ωB97M-V/def2-TZVPD.

CARTESIAN COORDINATES (ANGSTROEM)
C 3.605 -1.156 -3.077
C -0.849 0.769 -3.842
C 0.054 0.751 2.146
C -1.372 -1.141 2.641
C -1.532 0.879 3.936
C 3.470 -1.707 -1.658
C -0.123 1.034 -2.562
C -2.870 1.311 3.331
N -0.815 0.144 2.870
O 0.044 -0.943 -0.243
O -2.779 2.384 2.509
O 2.464 -1.137 -0.828
O 1.065 0.248 -2.265
P 0.957 -1.083 -1.359
H 2.698 -1.357 -3.706
H 3.911 -0.101 -3.192
H 4.353 -1.853 -3.572
H -0.361 0.900 -4.817
H -1.166 -0.215 -3.745
H -1.670 1.393 -3.774
H 0.661 -2.144 -2.148
H 0.640 0.136 1.472
H 0.308 1.791 2.315
H -2.411 -1.165 2.954
H -1.219 -1.621 1.731
H -0.873 -1.748 3.391
H -1.715 0.168 4.792
H -1.027 1.792 4.269
H 4.299 -1.485 -1.113
H 3.335 -2.832 -1.767
H -0.879 0.858 -1.811
H 0.284 1.984 -2.623
H -3.594 0.556 2.926
H -3.423 1.639 4.273
H -3.467 2.950 2.544

Kohn-Sham gap (eV): 9.8383
Energy above the lowest of the compared OMol25 structures with the same formula, charge and spin (kcal/mol): 0.38
Net charge: +1

natural (NBO) atomic charge list, values in e, 8 entries: atom 1 (C): -0.652, atom 2 (C): -0.623, atom 3 (C): 0.123, atom 4 (C): -0.439, atom 5 (C): -0.255, atom 6 (C): -0.070, atom 7 (C): -0.058, atom 8 (C): -0.083

=====

Computed, not measured: a 2-piece molecular cluster, C2H5NO2S overall, with ωB97M-V/def2-TZVPD.

CARTESIAN COORDINATES (ANGSTROEM)
C 2.066 0.359 0.754
C -0.672 -1.236 -0.301
N 2.919 1.170 0.748
O -2.168 0.547 0.977
O -2.136 0.556 -1.440
S -1.467 0.352 -0.230
H -0.370 1.109 -0.142
H -1.565 -2.009 -0.283
H -0.266 -1.284 -1.239
H 0.015 -1.456 0.580
H 3.645 1.892 0.576

Kohn-Sham gap (spin up / spin down) (eV): 6.8941 / 7.0493
2S+1: 3
Energy above the lowest of the compared OMol25 structures with the same formula, charge and spin (kcal/mol): 109.16
Net charge: 0

natural (NBO) atomic charge list, values in e, 8 entries: atom 1 (C): 0.371, atom 2 (C): -0.899, atom 3 (N): -0.826, atom 4 (O): -0.945, atom 5 (O): -0.940, atom 6 (S): 2.083, atom 7 (H): -0.051, atom 8 (H): 0.260

=====

Computed, not measured: a 2-piece molecular cluster, C10H17N2Si overall, with ωB97M-V/def2-TZVPD.

CARTESIAN COORDINATES (ANGSTROEM)
C -3.941 -1.599 -0.072
C -2.996 -1.652 0.956
C -3.784 -0.605 -1.030
C -1.942 -0.750 1.138
C -2.828 0.391 -0.825
C -1.928 0.397 0.232
C 1.746 0.159 0.495
C 3.512 -1.422 0.690
C 2.911 -0.581 -1.487
C -0.194 3.427 -0.080
N 2.633 -0.646 -0.110
N 0.864 0.779 -0.182
Si -0.489 1.629 0.546
H -4.707 -2.422 -0.176
H -3.179 -2.639 1.583
H -4.461 -0.373 -1.849
H -1.392 -0.799 2.122
H -2.806 1.182 -1.632
H 1.637 0.065 1.602
H 3.144 -2.553 0.672
H 4.430 -1.489 0.126
H 3.708 -1.200 1.669
H 3.965 0.039 -1.636
H 3.121 -1.584 -1.879
H 2.233 -0.045 -2.047
H -1.107 4.075 0.190
H 0.799 3.917 0.060
H -0.001 3.385 -1.108
H 0.827 0.797 -1.239
H 0.223 0.119 3.274

Kohn-Sham gap (spin up / spin down) (eV): 8.2542 / 7.0386
Energy above the lowest of the compared OMol25 structures with the same formula, charge and spin (kcal/mol): 111.38
Net charge: +1

natural (NBO) atomic charge list, values in e, 8 entries: atom 1 (C): -0.182, atom 2 (C): -0.204, atom 3 (C): -0.200, atom 4 (C): -0.227, atom 5 (C): -0.209, atom 6 (C): -0.514, atom 7 (C): 0.390, atom 8 (C): -0.415

=====

| no. | calculated total energy (Eh) |
| --- | --- |
| 1 | -3914.473837 |
| 2 | -4491.681660 |
| 3 | -400.558960 |
| 4 | -323.751999 |
| 5 | -1014.237875 |
| 6 | -682.305759 |
| 7 | -789.822318 |